Formula: C38H39CoN3O3PS3
Source: OMol25
Level of theory: the ωB97M-V functional and the def2-TZVPD basis

Computed properties:
- DFT total energy (hartree) = -4779.668479
- frontier orbital gap (alpha / beta) (eV) = 5.795 / 7.212
- highest occupied orbital energy (alpha / beta) (eV) = -8.1 / -9.6
- ⟨S²⟩ = 3.806
- relative energy (zero: lowest compared OMol25 entry of this formula, charge and spin) (kJ/mol) = 599.5

Structure (ORCA input):
```
! wB97M-V def2-TZVPD RIJCOSX def2/J DEFGRID3
* xyz 1 4
Co -0.1887 0.0517 -0.5887
C 0.7166 2.9571 3.8109
N 1.2303 3.1492 2.4600
C 2.0518 4.1865 2.0334
C 2.2614 4.0258 0.7275
N 1.5555 2.8789 0.3279
C 0.9082 2.3336 1.4199
S -0.0513 0.9581 1.5824
C 1.5911 2.3791 -1.0016
C 2.7063 2.6053 -1.7870
C 2.7157 2.1127 -3.0781
C 1.6008 1.4515 -3.5505
C 0.5300 1.2763 -2.6931
N 0.5337 1.7043 -1.4177
H 1.1939 3.6773 4.4715
H 0.9271 1.9433 4.1433
H -0.3638 3.0949 3.8218
H 2.4166 4.9479 2.7037
H 2.8157 4.6364 0.0352
H 3.5612 3.1340 -1.3896
H 3.5878 2.2421 -3.7073
H 1.5566 1.0734 -4.5636
H -0.3755 0.7829 -3.0260
O -2.6902 -1.5522 0.2519
C -1.2554 -1.5096 -0.0120
C -0.6687 -2.6827 0.5289
C -1.3511 -3.7050 1.2432
C -0.6552 -4.7580 1.8034
C 0.7290 -4.8574 1.6615
C 1.4131 -3.8964 0.9198
C 0.7331 -2.8388 0.3395
P 1.4786 -1.5553 -0.7055
C 1.3536 -2.2556 -2.4018
C 2.2230 -1.8114 -3.4014
C 2.0141 -2.1579 -4.7310
C 0.9239 -2.9431 -5.0834
C 0.0701 -3.4144 -4.0954
C 0.2792 -3.0712 -2.7636
C 3.2628 -1.6443 -0.3443
C 4.1125 -2.6095 -0.8854
C 5.4614 -2.6182 -0.5513
C 5.9724 -1.6612 0.3179
C 5.1332 -0.6973 0.8613
C 3.7833 -0.6908 0.5301
H -2.4265 -3.6486 1.3502
H -1.1893 -5.5176 2.3644
H 1.2682 -5.6830 2.1102
H 2.4863 -3.9832 0.7935
H 3.0727 -1.1910 -3.1336
H 2.7011 -1.8097 -5.4955
H 0.7463 -3.1903 -6.1230
H -0.7615 -4.0564 -4.3619
H -0.3961 -3.4310 -1.9967
H 3.7195 -3.3579 -1.5644
H 6.1157 -3.3742 -0.9699
H 7.0262 -1.6704 0.5726
H 5.5319 0.0488 1.5388
H 3.1142 0.0506 0.9612
C -2.5051 1.5981 6.0789
C -2.7752 1.1655 4.6611
C -2.9870 2.0958 3.6485
C -3.1922 1.6928 2.3380
C -3.2168 0.3357 2.0566
C -3.0282 -0.6224 3.0465
C -2.8058 -0.1970 4.3431
S -3.3787 -0.1373 0.3629
C -5.0478 -0.7624 0.3388
O -4.0688 2.2713 -1.3604
H -2.5928 2.6780 6.1949
H -1.4987 1.2987 6.3805
H -3.2034 1.1164 6.7656
H -2.9915 3.1542 3.8854
H -3.3201 2.4139 1.5345
H -3.0296 -1.6785 2.8016
H -2.6451 -0.9328 5.1244
H -5.7282 0.0911 0.3161
H -5.2029 -1.3698 1.2286
H -5.1531 -1.3602 -0.5662
C -2.2904 3.4627 -2.9342
S -2.6748 1.9692 -2.0383
C -3.3389 1.0653 -3.4842
O -3.1029 2.9455 -0.3838
H -3.1836 3.7894 -3.4677
H -1.4849 3.2191 -3.6328
H -1.9655 4.2131 -2.2204
H -2.6007 1.0611 -4.2909
H -4.2702 1.5292 -3.8214
H -3.5297 0.0363 -3.1687
*
```

Atom charges from the Mulliken analysis, given in e for atoms 1 to 5: 0.44 -0.80 0.30 -0.87 -0.38

---

Formula: C38H39F4N11OSTi
Source: OMol25
Level of theory: the ωB97M-V functional and the def2-TZVPD basis

Computed properties:
- DFT total energy (hartree) = -3796.165343
- frontier orbital gap (alpha / beta) (eV) = 5.398 / 7.321
- highest occupied orbital energy (alpha / beta) (eV) = -5.2 / -7.1
- ⟨S²⟩ = 2.023
- relative energy (zero: lowest compared OMol25 entry of this formula, charge and spin) (kJ/mol) = 143.7

Structure (ORCA input):
```
! wB97M-V def2-TZVPD RIJCOSX def2/J DEFGRID3
* xyz 0 3
Ti 0.9969 0.0173 0.2668
C -0.3092 2.7023 -0.9334
N 1.0091 2.0667 -0.8082
C 1.9285 3.0724 -0.2531
C 1.4713 1.7116 -2.1727
C 2.7407 0.8288 -2.1061
N 2.8083 0.2306 -0.7793
C 3.9841 0.3063 -0.1037
C 3.9897 0.7466 1.2319
F 2.7963 1.1875 1.7345
C 5.1164 0.7706 2.0214
F 5.0181 1.2037 3.2902
C 6.3390 0.3707 1.5185
C 6.3739 -0.0509 0.1995
F 7.5389 -0.4608 -0.3262
C 5.2410 -0.0918 -0.5864
F 5.3271 -0.5612 -1.8453
H -0.2555 3.5638 -1.6115
H -0.6423 3.0402 0.0462
H -1.0234 1.9728 -1.3018
H 1.9045 3.9729 -0.8792
H 2.9458 2.6967 -0.2249
H 1.6165 3.3389 0.7557
H 1.6441 2.6269 -2.7531
H 0.6672 1.1589 -2.6490
H 3.6360 1.4276 -2.3004
H 2.6902 0.0838 -2.9067
H 7.2304 0.3885 2.1271
N 0.8506 -1.2181 4.0811
C -0.1253 -0.8938 3.1499
S -1.6408 -1.6266 3.2627
N 0.3055 0.0156 2.2708
N -0.6105 0.5303 1.3217
C -1.6262 1.3045 1.7510
C -1.5710 1.8882 3.1126
C -2.6248 1.7562 4.0135
C -2.5482 2.3198 5.2784
C -1.4115 3.0141 5.6679
C -0.3480 3.1412 4.7826
C -0.4278 2.5804 3.5173
C -2.7291 1.5996 0.8827
C -3.6729 2.6060 1.2054
C -4.7051 2.8791 0.3420
C -4.8086 2.1669 -0.8539
C -3.8344 1.2158 -1.1073
N -2.8297 0.9234 -0.2935
H 0.4730 -1.7227 4.8683
H 1.4472 -0.4442 4.3385
H -3.4967 1.1858 3.7195
H -3.3740 2.2034 5.9690
H -1.3490 3.4505 6.6567
H 0.5438 3.6792 5.0798
H 0.4070 2.6671 2.8312
H -3.5663 3.1640 2.1244
H -5.4275 3.6494 0.5829
H -5.6034 2.3526 -1.5633
H -3.8589 0.6566 -2.0419
N 4.3206 -3.5348 2.7891
C 3.4351 -3.3884 1.7545
C 2.6467 -2.2347 1.6406
N 1.8194 -2.0663 0.6294
C 1.7512 -3.0406 -0.2878
C 2.5375 -4.1659 -0.1708
N 3.3801 -4.3530 0.8440
H 4.1528 -3.0105 3.6304
H 4.6840 -4.4651 2.9115
H 2.6812 -1.4557 2.3883
H 1.0744 -2.8883 -1.1165
H 2.4937 -4.9530 -0.9133
C -4.1702 -2.3521 -2.8583
N -2.8823 -2.4873 -2.1943
N -1.9343 -1.5018 -2.4570
C -1.1814 -1.2741 -1.3426
O -0.1453 -0.5647 -1.3812
C -1.7408 -2.0767 -0.3091
C -2.7846 -2.7493 -0.8447
C -3.7710 -3.6281 -0.1624
C -1.6311 -1.0910 -3.7778
C -1.5675 0.2678 -4.0518
C -1.2440 0.6942 -5.3299
C -1.0090 -0.2340 -6.3362
C -1.0896 -1.5918 -6.0568
C -1.3897 -2.0252 -4.7747
H -4.0166 -2.2602 -3.9308
H -4.7297 -1.4858 -2.4956
H -4.7442 -3.2553 -2.6700
H -1.4341 -2.0812 0.7268
H -3.4771 -3.7483 0.8777
H -3.8245 -4.6100 -0.6350
H -4.7676 -3.1828 -0.1843
H -1.7713 0.9757 -3.2572
H -1.1863 1.7536 -5.5423
H -0.7644 0.0980 -7.3363
H -0.9043 -2.3176 -6.8376
H -1.4362 -3.0814 -4.5390
*
```

Atom charges from the Mulliken analysis, given in e for atoms 1 to 5: -0.25 -1.06 1.13 -1.02 0.07